A molecular structure, C39H29FMnN3O7P, computed with wB97M-V/def2-TZVPD.

energy above the lowest of the compared OMol25 structures with the same formula, charge and spin	0.0	kcal per mole
<S²>	0.77
DFT total energy	-3786.82446	a.u.
orbital gap (alpha / beta)	0.20866 / 0.22062	hartree

Geometry as ORCA input:
```
! RIJCOSX wB97M-V def2-TZVPD def2/J DEFGRID3
* xyz 0 2
Mn 1.357 0.536 -1.598
O 7.260 2.162 -4.676
C 7.213 1.576 -3.582
O 8.108 1.244 -2.783
C 5.777 1.246 -3.093
C 5.581 0.439 -1.978
C 4.302 0.172 -1.529
N 3.242 0.699 -2.140
C 3.410 1.472 -3.222
C 4.654 1.760 -3.738
C 2.111 1.961 -3.780
O 1.971 2.637 -4.757
O 1.043 1.530 -3.049
H 6.457 0.051 -1.475
H 4.096 -0.447 -0.666
H 4.776 2.370 -4.622
C -4.387 -4.063 -3.009
C -4.036 -3.783 -1.554
C -5.246 -3.571 -0.656
C -5.987 -2.299 -1.039
C -5.043 -1.129 -1.019
C -5.491 0.152 -0.786
C -4.600 1.222 -0.785
F -5.097 2.448 -0.554
C -3.262 1.060 -0.993
C -2.781 -0.236 -1.210
C -1.350 -0.432 -1.416
O -0.589 0.564 -1.330
C -0.917 -1.753 -1.690
C -1.848 -2.764 -1.691
N -3.150 -2.597 -1.468
C -3.662 -1.323 -1.230
C 0.490 -2.155 -1.984
O 0.756 -3.322 -2.175
O 1.428 -1.227 -2.013
H -5.032 -4.939 -3.074
H -3.488 -4.260 -3.593
H -4.903 -3.218 -3.466
H -3.447 -4.611 -1.157
H -4.911 -3.502 0.382
H -5.895 -4.444 -0.732
H -6.817 -2.113 -0.358
H -6.422 -2.402 -2.036
H -6.541 0.342 -0.606
H -2.576 1.894 -0.983
H -1.510 -3.775 -1.886
N 1.654 0.975 -0.005
P 1.221 1.012 1.522
C -0.536 1.300 1.819
C -1.104 2.475 1.325
C -2.452 2.725 1.513
C -3.243 1.803 2.189
C -2.686 0.628 2.669
C -1.333 0.374 2.485
C 2.113 2.343 2.327
C 1.594 3.014 3.432
C 2.345 4.003 4.051
C 3.604 4.322 3.565
C 4.119 3.659 2.459
C 3.376 2.670 1.837
C 1.668 -0.528 2.335
C 1.860 -0.576 3.714
C 2.173 -1.780 4.324
C 2.305 -2.933 3.561
C 2.128 -2.886 2.186
C 1.808 -1.684 1.573
H -0.492 3.192 0.791
H -2.890 3.637 1.128
H -4.297 2.002 2.332
H -3.303 -0.092 3.191
H -0.899 -0.542 2.866
H 0.605 2.776 3.804
H 1.942 4.529 4.906
H 4.186 5.098 4.045
H 5.096 3.918 2.073
H 3.764 2.167 0.961
H 1.777 0.324 4.310
H 2.329 -1.816 5.393
H 2.564 -3.868 4.040
H 2.255 -3.776 1.583
H 1.702 -1.636 0.497
*
```


A molecular structure, C39H29GeN3O9RhS2, computed with wB97M-V/def2-TZVPD.

energy above the lowest of the compared OMol25 structures with the same formula, charge and spin	11.0	kcal per mole
<S²>	0.75
DFT total energy	-5329.01731	a.u.
orbital gap (alpha / beta)	0.24540 / 0.24328	hartree

Geometry as ORCA input:
```
! RIJCOSX wB97M-V def2-TZVPD def2/J DEFGRID3
* xyz -2 2
Rh -0.508 1.301 0.884
O 1.279 2.165 1.198
C 1.554 2.782 2.297
C 2.919 3.048 2.582
C 3.310 3.748 3.696
C 2.363 4.237 4.605
C 1.032 3.988 4.355
C 0.591 3.268 3.233
C -0.835 3.063 3.122
N -1.418 2.332 2.249
N -2.791 2.178 2.304
C -3.180 1.274 1.445
O -2.426 0.606 0.648
C -4.644 0.988 1.387
C -5.109 0.022 0.502
C -6.465 -0.262 0.419
C -7.370 0.419 1.221
C -6.909 1.385 2.107
C -5.555 1.669 2.190
H 3.646 2.658 1.880
H 4.367 3.914 3.874
H 2.668 4.785 5.487
H 0.280 4.348 5.050
H -1.483 3.549 3.849
H -4.385 -0.497 -0.111
H -6.816 -1.018 -0.273
H -8.430 0.198 1.157
H -7.610 1.922 2.735
H -5.178 2.420 2.870
C -1.212 -1.594 -3.296
C -1.704 -1.467 -2.004
C -0.857 -1.590 -0.910
C 0.502 -1.823 -1.100
C 0.990 -1.944 -2.402
C 0.140 -1.840 -3.495
Ge 1.842 -2.000 0.311
C 3.513 -1.216 -0.348
C 3.639 0.175 -0.392
C 4.802 0.760 -0.874
C 5.855 -0.033 -1.313
C 5.746 -1.415 -1.264
C 4.580 -2.000 -0.783
C 2.151 -3.884 0.722
C 3.066 -4.240 1.711
C 3.324 -5.575 1.990
C 2.666 -6.573 1.282
C 1.744 -6.231 0.303
C 1.489 -4.892 0.028
H -1.877 -1.487 -4.145
H -2.753 -1.252 -1.841
H -1.244 -1.478 0.097
H 2.052 -2.095 -2.572
H 0.539 -1.930 -4.500
H 2.833 0.809 -0.042
H 4.876 1.840 -0.909
H 6.762 0.427 -1.690
H 6.568 -2.040 -1.598
H 4.503 -3.082 -0.742
H 3.556 -3.464 2.288
H 4.028 -5.837 2.771
H 2.863 -7.616 1.503
H 1.216 -7.005 -0.241
H 0.757 -4.629 -0.728
O -0.422 -2.233 1.901
S 0.453 -1.476 2.803
O -0.079 -0.194 3.226
O 1.672 -1.056 1.818
O 1.046 -2.281 3.849
O -3.027 3.641 -1.283
C -2.029 3.083 -1.703
N -0.861 2.882 -1.031
S 0.244 2.153 -1.921
O 0.557 0.861 -1.311
O 1.374 2.968 -2.285
C -0.764 1.896 -3.361
C -0.489 1.262 -4.556
C -1.502 1.231 -5.508
C -2.738 1.825 -5.254
C -2.989 2.459 -4.043
C -1.980 2.485 -3.097
H 0.470 0.794 -4.734
H -1.333 0.733 -6.455
H -3.512 1.782 -6.011
H -3.943 2.918 -3.819
*
```


A molecular structure, C39H29InN6O8S2, computed with wB97M-V/def2-TZVPD.

energy above the lowest of the compared OMol25 structures with the same formula, charge and spin	104.8	kcal per mole
DFT total energy	-3420.61636	a.u.
orbital gap	0.16356	hartree

Geometry as ORCA input:
```
! RIJCOSX wB97M-V def2-TZVPD def2/J DEFGRID3
* xyz -2 1
In 0.232 0.196 -0.225
O 1.889 3.012 2.332
C 1.455 2.453 1.317
O 1.576 1.194 1.108
C 0.724 3.258 0.316
C 0.757 4.656 0.406
C 0.144 5.397 -0.559
C -0.611 4.753 -1.576
C -1.250 5.452 -2.589
C -2.007 4.761 -3.555
C -2.224 3.434 -3.488
C -1.667 2.581 -2.381
C -0.684 3.323 -1.510
N 0.017 2.637 -0.643
H 1.301 5.098 1.229
H 0.208 6.479 -0.568
H -1.152 6.529 -2.639
H -2.441 5.325 -4.374
H -2.789 2.930 -4.253
H -2.469 2.205 -1.723
S -2.106 0.994 0.848
C -1.270 1.508 2.232
N -0.779 0.552 3.047
C -0.084 0.882 4.140
C 0.103 2.201 4.463
C -0.474 3.138 3.597
N -1.170 2.801 2.526
H -0.858 -0.541 2.825
H 0.301 0.057 4.724
H 0.686 2.497 5.318
H -0.389 4.200 3.781
S 1.888 -1.036 -1.741
C 3.000 0.085 -2.208
N 3.851 0.764 -2.590
C -0.384 -4.479 -0.203
O 0.009 -3.251 0.414
C -0.447 -2.146 -0.077
O -1.239 -2.293 -1.075
H 0.211 -5.262 0.265
H -0.184 -4.429 -1.278
H -1.451 -4.656 -0.045
O -0.681 -1.953 3.014
C 0.546 -2.112 2.738
O 1.224 -1.397 2.001
C 1.231 -3.265 3.452
C 2.568 -3.530 3.188
C 3.216 -4.548 3.861
C 2.533 -5.301 4.803
C 1.202 -5.033 5.075
C 0.550 -4.019 4.398
H 3.070 -2.914 2.456
H 4.258 -4.756 3.662
H 3.040 -6.098 5.331
H 0.676 -5.614 5.822
H -0.489 -3.789 4.591
O 0.180 1.257 -3.150
C -1.025 1.376 -3.044
N -1.844 0.500 -3.721
C -3.086 -0.093 -3.235
C -2.823 -0.928 -1.931
O -3.744 -1.444 -1.314
N -1.519 -1.129 -1.810
C -3.521 -1.287 -4.069
C -4.872 -1.633 -4.093
C -5.294 -2.848 -4.600
C -4.377 -3.761 -5.090
C -3.034 -3.427 -5.083
C -2.610 -2.211 -4.577
C -4.182 0.937 -3.121
C -4.659 1.382 -1.895
C -5.614 2.385 -1.848
C -6.108 2.945 -3.012
C -5.674 2.470 -4.236
C -4.717 1.472 -4.289
H -1.244 -0.214 -4.119
H -5.597 -0.955 -3.671
H -6.346 -3.096 -4.581
H -4.704 -4.728 -5.450
H -2.305 -4.141 -5.441
H -1.548 -2.016 -4.536
H -4.283 0.955 -0.978
H -5.958 2.737 -0.888
H -6.828 3.752 -2.968
H -6.070 2.889 -5.152
H -4.363 1.106 -5.243
*
```


A molecular structure, C39H30AsF3IrN3O3S, computed with wB97M-V/def2-TZVPD.

energy above the lowest of the compared OMol25 structures with the same formula, charge and spin	0.0	kcal per mole
<S²>	0.79
DFT total energy	-4931.75630	a.u.
orbital gap (alpha / beta)	0.24497 / 0.19081	hartree

Geometry as ORCA input:
```
! RIJCOSX wB97M-V def2-TZVPD def2/J DEFGRID3
* xyz 1 2
Ir 0.397 0.451 -1.189
C -1.784 1.448 -4.742
O -2.555 2.568 -4.365
C -2.355 3.255 -3.236
C -3.027 4.471 -3.155
C -2.824 5.331 -2.093
C -1.953 4.983 -1.074
C -1.327 3.733 -1.044
C -0.445 3.444 0.046
N 0.073 2.294 0.345
N 0.839 2.145 1.407
C 1.782 1.218 1.358
O 2.005 0.519 0.320
C 2.599 0.969 2.546
C 3.626 0.031 2.435
C 4.342 -0.342 3.552
C 4.044 0.227 4.782
C 3.065 1.206 4.882
C 2.341 1.586 3.768
C -1.546 2.807 -2.125
O -1.069 1.625 -2.144
H -2.098 1.222 -5.761
H -1.970 0.587 -4.096
H -0.713 1.675 -4.737
H -3.675 4.730 -3.976
H -3.328 6.284 -2.080
H -1.770 5.677 -0.268
H -0.171 4.297 0.672
H 3.837 -0.398 1.467
H 5.124 -1.080 3.463
H 4.574 -0.101 5.663
H 2.859 1.668 5.834
H 1.569 2.337 3.831
F 1.358 -3.101 -5.299
C 1.423 -1.861 -5.794
F 2.032 -1.944 -6.980
F 0.156 -1.470 -6.041
C 2.095 -0.903 -4.849
C 3.206 -0.170 -5.232
C 3.775 0.720 -4.328
C 3.193 0.849 -3.075
N 2.112 0.175 -2.726
C 1.552 -0.705 -3.570
S 0.173 -1.500 -2.909
H 3.615 -0.302 -6.224
H 4.639 1.307 -4.590
H 3.600 1.507 -2.318
C -4.969 -2.836 0.010
C -3.918 -2.974 -0.883
C -2.698 -2.385 -0.608
C -2.517 -1.659 0.567
C -3.573 -1.522 1.460
C -4.792 -2.117 1.180
As -0.740 -0.907 0.846
C -0.880 -0.120 2.624
C -1.708 0.987 2.806
C -1.841 1.564 4.056
C -1.151 1.041 5.140
C -0.305 -0.040 4.959
C -0.157 -0.612 3.706
C 0.265 -2.543 1.154
C 1.474 -2.740 0.502
C 2.188 -3.910 0.700
C 1.696 -4.887 1.547
C 0.487 -4.696 2.198
C -0.233 -3.530 2.002
H -5.925 -3.287 -0.206
H -4.054 -3.537 -1.793
H -1.871 -2.484 -1.305
H -3.444 -0.960 2.380
H -5.610 -2.018 1.877
H -2.254 1.393 1.957
H -2.484 2.421 4.193
H -1.280 1.469 6.123
H 0.243 -0.444 5.798
H 0.515 -1.453 3.573
H 1.850 -1.967 -0.162
H 3.127 -4.061 0.189
H 2.249 -5.801 1.698
H 0.104 -5.461 2.857
H -1.184 -3.385 2.507
*
```


A molecular structure, C39H31BF2IrN6O4, computed with wB97M-V/def2-TZVPD.

energy above the lowest of the compared OMol25 structures with the same formula, charge and spin	255.7	kcal per mole
<S²>	0.79
DFT total energy	-2463.03602	a.u.
orbital gap (alpha / beta)	0.22589 / 0.23396	hartree

Geometry as ORCA input:
```
! RIJCOSX wB97M-V def2-TZVPD def2/J DEFGRID3
* xyz 0 2
Ir 0.305 0.578 -0.188
O -4.630 -4.141 -0.856
C -4.515 -3.199 -1.657
O -5.159 -2.852 -2.656
C -3.312 -2.258 -1.332
C -2.566 -2.476 -0.180
C -1.540 -1.621 0.144
N -1.277 -0.550 -0.643
C -1.884 -0.410 -1.850
C -2.936 -1.237 -2.188
C -1.161 0.517 -2.818
C -1.628 0.620 -4.247
C -1.324 1.808 -4.753
C 0.740 3.008 -3.633
C 1.046 2.576 -2.236
N 0.075 2.112 -1.560
C -0.633 -1.887 1.308
C -1.224 -2.596 2.470
C -0.489 -2.918 3.519
C 0.963 -2.574 3.453
C 1.391 -1.139 3.618
N 0.481 -0.873 1.361
H -2.817 -3.357 0.396
H -3.469 -1.122 -3.123
H -1.989 -0.227 -4.809
H -1.443 2.092 -5.790
H 0.961 4.076 -3.729
H 2.057 2.552 -1.837
H -2.258 -2.895 2.373
H -0.877 -3.513 4.334
H 1.541 -3.181 4.144
H 2.415 -1.077 3.970
C -3.118 1.841 -0.574
C -2.386 2.581 -1.670
C -2.886 3.768 -2.030
C -2.397 4.587 -3.128
C -1.447 4.124 -3.926
C -0.807 2.785 -3.716
C 1.591 2.245 -4.650
C -1.145 2.041 -2.383
N 0.192 -0.012 -2.679
C 0.578 -1.091 -3.350
O 0.323 -1.474 -4.491
C 1.330 -2.050 -2.422
C 1.835 -3.276 -2.823
C 2.143 -4.213 -1.844
C 1.880 -3.938 -0.507
C 1.388 -2.675 -0.216
N 1.185 -1.760 -1.135
C 0.848 -2.272 1.110
O 1.439 -2.956 2.138
N 1.122 -0.256 2.484
C 0.548 0.118 3.830
C -0.881 0.236 4.257
C -2.113 -0.074 3.444
C -1.099 0.793 5.491
C -0.108 1.423 6.248
C 1.135 1.685 5.641
C 1.452 1.174 4.424
C 2.730 1.557 3.740
H -3.761 2.544 -0.047
H -2.465 1.381 0.161
H -3.757 1.057 -0.982
H -3.747 4.140 -1.487
H -2.853 5.553 -3.302
H -1.095 4.691 -4.782
H 1.399 2.633 -5.650
H 1.355 1.182 -4.639
H 2.654 2.377 -4.440
H 1.924 -3.495 -3.878
H 2.530 -5.184 -2.125
H 2.022 -4.676 0.269
H -1.944 -0.024 2.372
H -2.865 0.681 3.672
H -2.541 -1.042 3.687
H -2.121 0.817 5.852
H -0.343 1.835 7.219
H 1.838 2.349 6.128
H 3.268 2.272 4.361
H 2.532 2.021 2.775
H 3.393 0.709 3.552
F 0.799 2.912 1.251
B -0.162 1.960 1.174
F -1.196 2.173 1.977
*
```


A molecular structure, C39H31Co2O6Ti, computed with wB97M-V/def2-TZVPD.

energy above the lowest of the compared OMol25 structures with the same formula, charge and spin	53.8	kcal per mole
DFT total energy	-5571.02069	a.u.
orbital gap	0.09104	hartree

Geometry as ORCA input:
```
! RIJCOSX wB97M-V def2-TZVPD def2/J DEFGRID3
* xyz -1 1
C 3.425 -2.463 3.649
C 2.518 -1.890 4.540
C 1.512 -1.026 4.073
C 1.452 -0.619 2.717
C 0.441 0.527 2.173
Ti 0.543 -2.623 -2.029
C -1.650 -2.423 -1.882
C -2.508 -2.754 -3.058
C -3.885 -2.479 -2.954
C -4.751 -2.713 -4.019
C -4.259 -3.251 -5.219
C -2.899 -3.560 -5.328
C -2.030 -3.319 -4.261
C 2.260 -4.049 -1.446
C 1.347 -4.134 -0.350
C 0.113 -4.670 -0.841
C 0.250 -4.905 -2.254
C 1.579 -4.510 -2.639
C 2.088 -0.858 -2.140
C 0.786 -0.319 -2.426
C 0.303 -0.940 -3.622
C 1.291 -1.880 -4.066
C 2.407 -1.796 -3.164
C 2.265 -1.349 1.825
C 3.291 -2.191 2.287
H 4.306 -2.992 4.012
H 2.588 -2.120 5.603
H 0.774 -0.642 4.781
H -0.444 0.435 2.830
H 0.241 0.293 1.111
H -1.927 -3.022 -0.994
H -1.741 -1.353 -1.604
H -4.259 -2.066 -2.015
H -5.814 -2.478 -3.918
H -4.929 -3.432 -6.060
H -2.501 -3.992 -6.248
H -0.969 -3.571 -4.379
H 3.306 -3.764 -1.354
H 1.580 -3.912 0.689
H -0.759 -4.883 -0.225
H -0.502 -5.347 -2.906
H 2.006 -4.601 -3.636
H 2.763 -0.523 -1.355
H 0.304 0.480 -1.863
H -0.641 -0.708 -4.116
H 1.241 -2.490 -4.969
H 3.377 -2.284 -3.274
H 2.130 -1.261 0.740
H 4.004 -2.618 1.577
O -5.688 4.629 4.062
C -4.605 4.432 3.715
Co -2.985 4.063 3.153
C -3.745 2.547 2.620
O -4.265 1.586 2.242
C -2.795 4.869 1.577
O -2.538 5.391 0.576
C -1.421 2.843 3.512
C -0.202 2.890 2.916
C 0.840 1.969 2.290
C 1.389 2.719 0.942
C 1.759 2.001 -0.207
C 2.333 2.626 -1.314
C 2.460 4.018 -1.353
C 2.030 4.781 -0.259
C 1.482 4.118 0.870
Co -0.643 4.489 3.630
C -2.171 5.490 4.257
O -2.435 6.394 4.973
C -0.449 6.002 2.725
O -0.366 7.012 2.161
C 0.426 4.877 4.969
O 1.103 5.163 5.855
H -1.711 2.093 4.269
H 1.692 1.848 3.000
H 1.632 0.938 -0.226
H 2.672 2.060 -2.163
H 2.879 4.540 -2.232
H 2.124 5.882 -0.245
H 1.175 4.775 1.691
*
```